Entry from OMol25: 20 unconnected molecules or ions with the total composition C35H69Cl39FNO5P at a distorted geometry (ωB97M-V/def2-TZVPD).

## Properties
LUMO level (eV): 1.10
E_HOMO (Ha): -0.1704

ORCA input file:
```
! wB97M-V def2-TZVPD RIJCOSX def2/J DEFGRID3
* xyz -1 1
C 0.23360 2.20474 4.49820
C 0.03637 0.86552 3.77433
O 0.74911 0.73060 2.55146
N 0.53207 1.85627 1.74282
C -0.69477 1.81108 0.97813
C -1.55480 3.08736 1.07293
C -3.02537 2.66883 0.79948
F -1.20401 4.05114 0.15790
C 1.72321 2.49074 1.17790
C 1.74349 3.97967 1.67981
C 2.78522 4.33735 2.76477
C 2.37202 5.72775 3.34724
C 3.52060 6.46457 4.04893
C 3.00001 7.53070 5.04993
C 2.67555 8.89220 4.41398
C 1.49914 8.91923 3.40567
C 0.23096 8.19006 3.84154
O -0.76712 9.09661 4.31644
C -1.96300 8.37221 4.48464
C 1.84148 2.50267 -0.39125
O 2.50706 1.59215 -0.93800
O 1.30312 3.42861 -1.04855
P 3.30151 1.59791 1.82960
O 3.36175 0.03876 1.32006
Cl 4.91546 2.47182 0.79557
H -0.24896 3.04297 3.99613
H -0.23601 2.12911 5.49065
H 1.29837 2.36611 4.67742
H 0.34194 0.06838 4.45052
H -1.04074 0.77221 3.55596
H -0.61284 1.46250 -0.05660
H -1.32747 1.05511 1.46460
H -1.51614 3.50264 2.08647
H -3.52446 2.41529 1.73922
H -2.99530 1.74298 0.21046
H -3.56228 3.41703 0.21573
H 0.76863 4.17254 2.14173
H 1.86820 4.67715 0.85294
H 3.79003 4.48858 2.36467
H 2.78022 3.66301 3.62382
H 1.62782 5.49418 4.12786
H 1.84225 6.32218 2.59760
H 4.08700 5.74898 4.66182
H 4.22468 6.90735 3.33741
H 3.82046 7.70092 5.74540
H 2.17405 7.13144 5.66670
H 3.57197 9.18492 3.84654
H 2.54798 9.68440 5.16357
H 1.21194 9.97406 3.29050
H 1.85152 8.60773 2.41974
H 0.39037 7.40974 4.59511
H -0.18299 7.67999 2.95392
H -2.32932 7.96632 3.52886
H -1.80438 7.50574 5.14815
H -2.74393 9.00488 4.91085
H 2.83632 -0.53706 1.88745
C -0.00198 -1.29032 -1.89406
Cl 1.08357 -1.22446 -0.51051
Cl -1.44425 -0.28262 -1.67785
H 0.54407 -0.91354 -2.75664
H -0.31921 -2.31725 -2.05484
C -2.43731 -3.13818 0.48412
Cl -3.21268 -4.31216 1.57121
Cl -1.32840 -2.07476 1.33971
H -1.88309 -3.68725 -0.26911
H -3.20796 -2.53567 0.01648
C -2.54973 -7.11850 -0.78006
Cl -3.55472 -7.94113 -1.98080
Cl -1.28262 -6.14793 -1.54459
H -3.17764 -6.46609 -0.18757
H -2.08316 -7.86374 -0.14692
C 3.34276 -0.43528 6.15117
Cl 3.17261 0.32636 4.56454
Cl 5.00959 -0.42435 6.74959
H 2.72472 0.09837 6.86599
H 3.01280 -1.46534 6.06996
C 4.18473 5.90609 -0.55382
Cl 5.39172 6.09536 0.73315
Cl 2.74895 6.89448 -0.26227
H 4.63032 6.21061 -1.49351
H 3.88442 4.86168 -0.60043
C 1.07616 1.14842 -5.01186
Cl 1.40809 -0.55977 -4.68096
Cl 2.37845 1.88669 -5.95487
H 0.15330 1.21796 -5.57620
H 0.98292 1.67628 -4.06511
C 0.30792 -3.11549 -7.61803
Cl -0.16763 -4.03516 -6.18731
Cl -0.34501 -3.83009 -9.10068
H -0.06807 -2.10340 -7.52672
H 1.39013 -3.10536 -7.68058
C -0.57821 -3.85427 4.26143
Cl -0.73678 -4.99139 5.61091
Cl 0.76402 -2.73256 4.50439
H -0.40030 -4.41500 3.35138
H -1.49635 -3.28520 4.17454
C -5.30902 -9.80965 0.61786
Cl -6.84258 -10.35024 1.31390
Cl -4.79390 -8.25888 1.29122
H -4.54838 -10.55207 0.83068
H -5.43003 -9.69614 -0.45155
C -3.62361 -3.12500 -6.56665
Cl -5.21057 -3.61947 -5.95852
Cl -3.07686 -1.61598 -5.82530
H -2.90640 -3.90337 -6.33763
H -3.69172 -2.98038 -7.63951
C 0.68824 1.14404 -9.23809
Cl -0.42636 0.11788 -8.32217
Cl -0.00134 2.73889 -9.54885
H 1.59895 1.26143 -8.66130
H 0.90058 0.66288 -10.18604
C -3.68543 -12.04086 -3.14049
Cl -2.56132 -12.00454 -1.77328
Cl -5.12725 -11.07095 -2.82139
H -3.18873 -11.64249 -4.01269
H -3.98669 -13.06647 -3.31944
C 2.31167 6.88650 9.09488
Cl 1.50912 6.16751 7.67983
Cl 3.76130 7.81125 8.70885
H 1.61039 7.55156 9.58548
H 2.59056 6.08374 9.76749
C -0.14310 9.07803 -1.23659
Cl -0.07898 8.10382 0.23124
Cl 1.20532 10.22158 -1.33058
H -0.09786 8.41488 -2.09327
H -1.07123 9.63777 -1.24250
C 4.50042 -4.15900 6.21732
Cl 4.42440 -3.37872 4.63529
Cl 6.12496 -4.08964 6.91205
H 3.81312 -3.65489 6.88872
H 4.21641 -5.19886 6.10488
C -2.90408 -14.24256 -6.55905
Cl -4.43249 -14.75756 -5.82816
Cl -2.36789 -12.69072 -5.91115
H -2.14828 -14.98972 -6.34710
H -3.04313 -14.14429 -7.62940
C -7.22403 -12.44729 -6.64748
Cl -8.22548 -12.38481 -8.10403
Cl -5.94190 -11.23372 -6.67880
H -7.85306 -12.26421 -5.78375
H -6.77027 -13.42845 -6.57917
C 7.27569 -0.25507 0.75978
Cl 6.38703 -0.69341 2.21501
Cl 9.01083 -0.05357 1.07767
H 7.14813 -1.04026 0.02392
H 6.87837 0.68050 0.38340
C -5.08050 -1.17402 -10.39285
Cl -6.18093 -1.73879 -9.13048
Cl -3.41773 -1.07605 -9.80541
H -5.11721 -1.86832 -11.22445
H -5.39488 -0.18780 -10.71439
*
```

Results of the Löwdin charge analysis, in e, for atoms 1 through 5: atom 1 (C): -0.076, atom 2 (C): -0.280, atom 3 (O): -0.209, atom 4 (N): -0.133, atom 5 (C): -0.134